{"formula": "C4H15N5", "method": "the ωB97M-V functional and the def2-TZVPD basis", "symbols": ["C", "C", "C", "N", "C", "N", "H", "H", "H", "H", "H", "H", "H", "H", "H", "H", "N", "N", "N", "H", "H", "H", "H", "H"], "coordinates": [[-0.477351, 1.593001, -1.510191], [-0.290354, -0.727430, -2.237392], [1.390591, -1.327486, 0.279105], [-0.323345, 0.186928, -1.086007], [0.795661, 0.055570, 0.258774], [1.458096, 1.141044, 0.476005], [2.371189, 0.954618, 0.878043], [0.409735, 1.902703, -2.058587], [-0.559960, 2.215277, -0.625035], [-1.387544, 1.693377, -2.105477], [-1.161752, -0.554676, -2.872456], [0.615520, -0.549024, -2.817632], [-0.297120, -1.757108, -1.891273], [0.676539, -2.128884, 0.449422], [2.136387, -1.369803, 1.072193], [1.901682, -1.528203, -0.665941], [-0.740807, -0.074291, 1.342671], [-0.781526, 1.041764, 2.225907], [-0.942500, -1.303662, 2.021197], [-1.099992, -0.025642, -0.371311], [-1.475006, 1.707496, 1.894994], [0.128763, 1.516612, 2.164348], [-1.926289, -1.370894, 2.278485], [-0.420617, -1.291287, 2.900158]], "forces_ev_per_angstrom": [[0.09, -0.22, 0.32], [0.33, 0.01, 0.37], [0.07, -0.19, -0.51], [-0.73, 0.21, 1.27], [-0.74, -0.46, 0.86], [-0.41, 0.08, -0.21], [-0.07, -0.05, -0.20], [-0.06, 0.03, -0.07], [0.08, 0.01, 0.04], [0.16, -0.04, -0.11], [0.05, 0.01, 0.06], [-0.01, 0.00, -0.01], [0.00, -0.03, 0.01], [-0.17, 0.14, 0.05], [-0.05, 0.05, 0.04], [0.10, 0.07, 0.03], [-0.14, 0.58, -0.95], [0.27, -0.28, 0.04], [0.44, 0.10, 0.09], [0.57, 0.07, -0.78], [0.12, -0.13, -0.05], [-0.03, -0.06, -0.14], [0.20, 0.11, -0.10], [-0.07, -0.01, -0.05]], "mulliken_charge": [-0.995, -0.930, -1.806, -0.096, 1.243, -1.008, 0.198, 0.351, 0.302, 0.376, 0.358, 0.335, 0.323, 0.436, 0.467, 0.386, 0.052, -0.825, -0.709, 0.498, 0.256, 0.313, 0.250, 0.225], "e_lumo_ev": 0.774, "charge": 0, "e_above_lowest_kj_mol": 382.6}